{
  "formula": "C3H8NO2",
  "method": "ωB97M-V with the def2-TZVPD basis set",
  "elements": ["O", "C", "O", "H", "H", "C", "C", "N", "H", "H", "H", "H", "H", "H"],
  "xyz": [[0.3395, -1.5215, 0.2097], [1.3944, -1.6021, 0.7693], [2.1569, -0.5182, 0.9965], [1.7482, -2.5606, 1.1702], [3.0907, -0.7712, 1.0336], [-2.1101, 1.1700, -1.5809], [-0.8107, 1.1116, 0.4795], [-0.8731, 1.0757, -0.7947], [-1.8929, 1.6992, -2.5034], [-2.8689, 1.7450, -1.0508], [-2.4200, 0.1563, -1.8124], [-1.7226, 1.3094, 1.0274], [0.1388, 0.9018, 0.9498], [0.0044, 1.2197, -1.2863]],
  "e_tot_ha": -324.06847,
  "lumo_ev": -4.87,
  "gap_ev": 9.9,
  "multiplicity": 1,
  "relative_energy_kj_mol": 154.4,
  "charge": 1
}

***

{
  "formula": "C3H13N2O",
  "method": "ωB97M-V with the def2-TZVPD basis set",
  "elements": ["C", "C", "C", "N", "N", "H", "H", "H", "H", "H", "H", "H", "H", "H", "H", "H", "H", "H", "O"],
  "xyz": [[1.3824, -1.3472, 0.4769], [1.7886, 0.1985, -0.0199], [0.5348, 0.6983, -0.7173], [-0.7864, 0.3623, 0.2836], [0.0699, -1.8886, 0.9302], [1.4437, -1.8326, -0.5201], [1.9690, -1.9367, 1.2132], [2.7553, 0.0322, -0.5709], [2.0858, 0.7056, 0.9673], [0.2331, -0.0712, -1.5287], [0.4894, 1.6627, -1.0660], [-0.8736, -0.6798, 0.4495], [-0.6674, 1.1030, 1.0045], [-1.6601, 0.7354, -0.2288], [-0.0213, -2.8414, 0.5514], [0.1658, -2.0798, 1.8946], [-2.8030, 2.0501, -1.7126], [-3.3999, 2.9208, -0.6607], [-2.7060, 2.2086, -0.7463]],
  "e_tot_ha": -306.54294,
  "lumo_ev": -2.87,
  "gap_ev": 11.2,
  "multiplicity": 1,
  "relative_energy_kj_mol": 243.5,
  "charge": 1
}

***

{
  "formula": "CH5N3S",
  "method": "ωB97M-V with the def2-TZVPD basis set",
  "elements": ["C", "H", "H", "H", "H", "H", "N", "N", "N", "S"],
  "xyz": [[-0.2761, 0.3117, 0.4300], [-0.9227, -0.7683, -1.0911], [-2.1725, 0.0370, -0.2959], [-1.4277, 1.3044, 1.5231], [1.6210, 0.2538, 0.8936], [2.2047, -1.5805, -1.3090], [-1.2264, 0.0033, -0.5300], [-0.4128, 1.0260, 1.4666], [1.0060, -0.2231, 0.2366], [1.6064, -0.3645, -1.3239]],
  "e_tot_ha": -603.54427,
  "lumo_ev": 0.76,
  "gap_ev": 9.8,
  "multiplicity": 1,
  "relative_energy_kj_mol": 4.3,
  "charge": 0
}

***

{
  "formula": "C2H3NS",
  "method": "ωB97M-V with the def2-TZVPD basis set",
  "elements": ["C", "C", "N", "S", "H", "H", "H"],
  "xyz": [[0.1431, 0.1184, 0.1531], [1.5150, -0.5402, 0.0588], [-1.0618, -0.3517, -0.0464], [3.1647, 0.0930, -0.0496], [0.1760, 1.2749, 0.3042], [1.5742, -1.5717, 0.0920], [-1.7523, 0.3853, 0.1245]],
  "e_tot_ha": -530.86070,
  "lumo_ev": -1.81,
  "gap_ev": 7.6,
  "multiplicity": 1,
  "relative_energy_kj_mol": 194.3,
  "charge": 0
}

***

{
  "formula": "C3H23N2O8",
  "method": "ωB97M-V with the def2-TZVPD basis set",
  "elements": ["N", "C", "C", "N", "C", "O", "H", "H", "H", "H", "H", "H", "H", "H", "H", "H", "H", "O", "H", "H", "O", "H", "H", "O", "H", "H", "O", "H", "H", "O", "H", "H", "O", "H", "H", "O"],
  "xyz": [[-2.1275, -0.1576, 1.1138], [-0.9670, 0.0491, 2.0607], [0.1966, 0.5047, 1.2245], [1.4546, 0.1808, 1.4573], [1.8392, -0.7243, 2.5321], [-0.0544, 1.2991, 0.3061], [-1.8049, -0.5031, 0.1895], [-2.4862, 0.7931, 0.9964], [-2.7896, -0.7557, 1.5647], [-1.2547, 0.8643, 2.6889], [-0.6985, -0.8719, 2.5666], [2.2384, 0.6575, 0.9705], [1.5899, -1.7703, 2.2821], [1.4143, -0.4937, 3.5114], [2.9190, -0.8211, 2.5679], [-2.0178, -2.8288, -0.1443], [-0.5016, -2.9029, -0.2202], [-1.2240, -2.4869, 0.2772], [1.7352, -0.8423, -1.0356], [0.4956, -1.1721, -1.8758], [0.8254, -1.1435, -0.9523], [0.6403, 1.5884, -1.8973], [0.7942, 2.3323, -3.2586], [0.8550, 1.4648, -2.8411], [0.3249, 0.0161, -3.5726], [0.6862, -1.3423, -4.1598], [-0.0248, -0.8979, -3.6962], [-1.3475, 2.6189, 0.7171], [-2.7424, 3.5090, 0.8340], [-2.2435, 2.7334, 1.1059], [-3.1639, -0.5801, -2.4046], [-1.6742, -1.0281, -2.4320], [-2.4952, -1.1146, -1.9360], [3.7620, 1.8826, -0.0617], [4.1181, 0.9519, 1.2007], [3.7287, 0.9912, 0.3209]],
  "e_tot_ha": -839.35395,
  "lumo_ev": -2.44,
  "gap_ev": 10.6,
  "multiplicity": 1,
  "relative_energy_kj_mol": 113.1,
  "charge": 1
}

***

{
  "formula": "C3H5NO",
  "method": "ωB97M-V with the def2-TZVPD basis set",
  "elements": ["C", "C", "C", "H", "H", "H", "H", "H", "N", "O"],
  "xyz": [[-0.9715, -0.1821, 0.2371], [0.1837, 0.5644, 0.3014], [1.2744, -0.4271, 0.0551], [-2.5673, 0.9625, -0.3511], [-2.8673, -0.7159, 0.4388], [-1.1268, -1.4101, -0.1138], [-0.0080, 1.6985, 0.0677], [1.2624, -1.4619, -0.0047], [-2.3397, 0.0163, -0.2837], [2.3457, 0.1352, -0.2015]],
  "e_tot_ha": -247.16471,
  "lumo_ev": 0.69,
  "gap_ev": 10.0,
  "multiplicity": 1,
  "relative_energy_kj_mol": 374.2,
  "charge": 0
}